{
  "formula": "C21H19N3O6S",
  "method": "the ωB97M-V functional and the def2-TZVPD basis",
  "homo_energy_ev": -7.73,
  "homo_lumo_gap_ev": 7.65,
  "smiles": "Cc1noc(C)c1COC(=O)c1cccnc1SCC(=O)Nc1ccc2c(c1)OCO2",
  "de_lowest_kj_mol": 0.0,
  "species": ["C", "C", "N", "O", "C", "C", "C", "H", "H", "O", "C", "O", "C", "C", "C", "C", "N", "C", "S", "C", "C", "O", "N", "C", "C", "C", "C", "C", "C", "H", "O", "C", "O", "H", "H", "H", "H", "H", "H", "H", "H", "H", "H", "C", "H", "H", "H", "H", "H", "H"],
  "xyz": [[-5.57, -1.74, -1.68], [-4.67, -2.10, -0.56], [-4.23, -3.31, -0.37], [-3.42, -3.29, 0.72], [-3.36, -2.04, 1.21], [-4.14, -1.22, 0.43], [-4.33, 0.25, 0.56], [-5.12, 0.59, -0.11], [-4.56, 0.53, 1.59], [-3.11, 0.94, 0.25], [-2.85, 1.19, -1.03], [-3.60, 0.92, -1.94], [-1.53, 1.82, -1.21], [-1.12, 2.16, -2.50], [0.13, 2.74, -2.69], [0.92, 2.95, -1.58], [0.54, 2.64, -0.35], [-0.65, 2.10, -0.16], [-1.01, 1.72, 1.51], [0.52, 2.32, 2.29], [1.81, 1.76, 1.69], [2.82, 2.42, 1.68], [1.69, 0.46, 1.30], [2.63, -0.36, 0.68], [2.21, -1.62, 0.26], [3.08, -2.51, -0.37], [4.37, -2.09, -0.56], [4.79, -0.83, -0.14], [3.95, 0.06, 0.48], [4.28, 1.03, 0.80], [6.12, -0.67, -0.45], [6.52, -1.88, -1.06], [5.42, -2.76, -1.13], [6.89, -1.67, -2.08], [7.33, -2.34, -0.48], [2.75, -3.48, -0.69], [1.18, -1.91, 0.42], [0.77, 0.05, 1.39], [0.44, 2.03, 3.34], [0.55, 3.41, 2.22], [1.91, 3.39, -1.65], [0.47, 3.00, -3.68], [-1.79, 1.96, -3.32], [-2.52, -1.76, 2.40], [-2.16, -0.74, 2.37], [-3.11, -1.90, 3.31], [-1.69, -2.46, 2.43], [-5.70, -2.60, -2.33], [-6.54, -1.44, -1.30], [-5.15, -0.91, -2.24]],
  "lowdin_charge": [-0.01, -0.29, 0.10, 0.02, -0.26, -0.10, -0.08, 0.13, 0.14, -0.10, -0.45, 0.12, -0.11, 0.02, -0.04, -0.09, 0.06, -0.47, 1.05, -0.34, -0.56, 0.07, 0.10, -0.21, -0.03, 0.01, -0.21, -0.19, 0.09, 0.11, 0.04, -0.16, 0.03, 0.14, 0.14, 0.12, 0.11, 0.10, 0.09, 0.09, 0.12, 0.10, 0.13, 0.02, 0.04, 0.09, 0.09, 0.08, 0.09, 0.07]
}


{
  "formula": "C21H19N4O6SV",
  "method": "the ωB97M-V functional and the def2-TZVPD basis",
  "s2": 0.76,
  "homo_energy_ev": [-11.79, -11.79],
  "charge": 1,
  "homo_lumo_gap_ev": [7.56, 8.02],
  "spin_multiplicity": 2,
  "de_lowest_kj_mol": 0.0,
  "species": ["V", "O", "C", "C", "C", "N", "C", "C", "C", "O", "O", "C", "O", "O", "H", "H", "H", "N", "C", "C", "C", "C", "C", "C", "N", "C", "C", "C", "S", "C", "N", "H", "H", "H", "H", "H", "H", "H", "C", "C", "C", "C", "O", "H", "H", "H", "H", "H", "H", "H", "H", "H"],
  "xyz": [[0.17, 0.15, -0.05], [-2.66, 4.73, 2.60], [-2.05, 3.68, 2.06], [-2.55, 2.37, 2.18], [-1.83, 1.36, 1.59], [-0.72, 1.63, 0.92], [-0.22, 2.86, 0.80], [-0.86, 3.93, 1.36], [1.08, 2.84, 0.01], [1.69, 3.84, -0.25], [1.40, 1.60, -0.34], [-2.12, -0.13, 1.61], [-3.11, -0.58, 2.12], [-1.16, -0.80, 1.00], [-3.47, 4.48, 3.06], [-3.46, 2.14, 2.73], [-0.46, 4.93, 1.27], [3.27, -1.22, 2.57], [2.71, -0.47, 3.60], [3.11, -0.28, 4.92], [2.32, 0.56, 5.68], [1.18, 1.18, 5.14], [0.79, 0.98, 3.83], [1.58, 0.14, 3.04], [1.47, -0.25, 1.71], [2.49, -1.05, 1.49], [2.66, -1.61, 0.16], [3.61, -2.41, -0.38], [3.26, -2.69, -2.03], [1.87, -1.74, -1.90], [1.67, -1.24, -0.71], [4.09, -1.80, 2.64], [3.98, -0.76, 5.33], [2.58, 0.74, 6.71], [0.59, 1.83, 5.77], [-0.09, 1.47, 3.44], [4.49, -2.83, 0.08], [1.20, -1.55, -2.74], [-1.08, 0.74, -3.76], [-1.70, 0.14, -2.51], [-2.19, -1.28, -2.73], [-2.80, 1.02, -1.94], [-0.66, 0.08, -1.51], [-1.83, 0.81, -4.55], [-0.26, 0.12, -4.13], [-0.70, 1.74, -3.56], [-3.01, -1.28, -3.45], [-2.55, -1.71, -1.80], [-1.39, -1.92, -3.12], [-3.59, 1.14, -2.68], [-2.40, 2.01, -1.70], [-3.23, 0.58, -1.04]],
  "lowdin_charge": [1.11, 0.13, -0.25, 0.10, -0.17, 0.03, -0.13, 0.12, -0.51, 0.15, -0.11, -0.53, 0.14, -0.11, 0.13, 0.15, 0.15, 0.21, -0.16, 0.00, -0.06, -0.06, 0.01, -0.16, 0.11, -0.23, -0.27, -0.29, 1.14, -0.39, -0.03, 0.18, 0.12, 0.11, 0.11, 0.10, 0.09, 0.09, -0.01, -0.62, -0.01, 0.00, -0.23, 0.10, 0.08, 0.10, 0.10, 0.10, 0.09, 0.10, 0.09, 0.09]
}


{
  "formula": "C21H19NO6PdTe",
  "method": "the ωB97M-V functional and the def2-TZVPD basis",
  "homo_energy_ev": -1.53,
  "charge": -2,
  "homo_lumo_gap_ev": 6.06,
  "de_lowest_kj_mol": 150.5,
  "species": ["Pd", "C", "O", "C", "C", "C", "C", "C", "C", "O", "C", "O", "C", "H", "H", "H", "H", "H", "H", "H", "H", "H", "Te", "C", "C", "C", "C", "C", "C", "C", "C", "C", "C", "C", "C", "H", "H", "H", "H", "H", "H", "H", "H", "H", "H", "O", "N", "O", "O"],
  "xyz": [[-0.02, -2.98, -1.50], [-0.30, -0.26, 5.88], [-0.90, -1.20, 5.03], [-0.32, -1.39, 3.73], [-0.62, -2.62, 3.21], [-0.02, -2.96, 2.00], [0.81, -2.16, 1.25], [1.45, -2.68, -0.07], [2.02, -4.08, -0.10], [1.93, -1.88, -0.94], [1.18, -0.87, 1.84], [1.98, -0.02, 1.32], [0.60, -0.54, 3.13], [-1.10, -0.02, 6.63], [0.09, 0.61, 5.37], [0.59, -0.71, 6.32], [-1.22, -3.37, 3.73], [-0.25, -3.93, 1.67], [1.28, -4.74, 0.36], [2.92, -4.08, 0.60], [2.24, -4.32, -1.06], [0.98, 0.33, 3.64], [1.13, 0.96, -0.92], [0.15, 2.51, 0.20], [0.64, 2.81, 1.49], [-0.12, 3.59, 2.36], [-1.32, 4.18, 2.03], [-1.83, 3.98, 0.73], [-1.08, 3.10, -0.16], [0.34, 1.64, -2.86], [0.45, 2.91, -3.46], [0.02, 3.12, -4.79], [-0.44, 2.05, -5.53], [-0.45, 0.75, -4.97], [-0.08, 0.54, -3.65], [1.59, 2.44, 1.81], [0.28, 3.83, 3.34], [-1.75, 4.87, 2.76], [-2.75, 4.42, 0.42], [-1.41, 2.92, -1.14], [0.89, 3.69, -2.82], [0.06, 4.10, -5.20], [-0.80, 2.24, -6.55], [-0.77, -0.09, -5.60], [-0.15, -0.42, -3.17], [-1.66, -3.51, -2.95], [-1.46, -4.06, -4.08], [-2.45, -4.18, -4.85], [-0.36, -4.54, -4.47]],
  "lowdin_charge": [0.51, -0.13, -0.14, -0.28, -0.07, -0.09, -0.10, -0.59, -0.07, -0.19, -0.40, -0.28, 0.03, 0.09, 0.06, 0.08, 0.10, 0.08, 0.05, 0.11, 0.02, 0.09, 1.53, -0.48, -0.15, -0.13, -0.14, -0.07, -0.11, -0.50, -0.14, -0.13, -0.13, -0.09, -0.15, 0.08, 0.09, 0.08, 0.07, 0.06, 0.09, 0.07, 0.09, 0.10, 0.05, -0.18, -0.60, -0.08, -0.09]
}


{
  "formula": "C21H20BF17N2O4",
  "method": "the ωB97M-V functional and the def2-TZVPD basis",
  "homo_energy_ev": -8.98,
  "homo_lumo_gap_ev": 7.09,
  "smiles": "CC[C@@H](F)c1cnc2ccc(B(O)O)cc2n1.FC(F)C(F)(F)COC(F)(F)C(F)F.FC(F)C(F)(F)COC(F)(F)C(F)F",
  "species": ["C", "C", "C", "F", "C", "C", "N", "C", "C", "C", "C", "B", "O", "O", "C", "C", "N", "H", "H", "H", "H", "H", "H", "H", "H", "H", "H", "H", "H", "C", "C", "C", "F", "F", "F", "F", "O", "C", "C", "F", "F", "F", "F", "H", "H", "H", "H", "C", "C", "C", "F", "F", "F", "F", "O", "C", "C", "F", "F", "F", "F", "H", "H", "H", "H"],
  "xyz": [[1.47, -2.99, 3.39], [2.01, -1.61, 2.69], [1.67, -1.47, 1.09], [2.39, -2.59, 0.38], [0.07, -1.57, 0.72], [-0.34, -1.71, -0.85], [-1.74, -1.80, -1.41], [-2.71, -1.76, -0.26], [-4.33, -1.85, -0.66], [-5.55, -1.83, 0.43], [-5.19, -1.70, 2.02], [-6.44, -1.67, 3.10], [-6.21, -1.82, 4.58], [-7.89, -1.51, 2.72], [-3.59, -1.58, 2.43], [-2.35, -1.60, 1.31], [-0.94, -1.49, 1.82], [1.40, -3.80, 2.55], [0.43, -2.76, 3.92], [2.19, -3.43, 4.22], [3.20, -1.64, 2.77], [1.70, -0.62, 3.28], [2.07, -0.47, 0.59], [0.55, -1.73, -1.64], [-4.62, -1.97, -1.81], [-6.69, -1.89, 0.10], [-5.34, -1.37, 4.80], [-7.99, -0.76, 2.05], [-3.31, -1.49, 3.59], [3.55, 0.61, -3.48], [5.04, 0.93, -3.25], [6.01, 0.11, -4.10], [5.90, -1.22, -3.89], [7.30, 0.43, -3.80], [5.32, 0.81, -1.93], [5.23, 2.25, -3.55], [2.95, -0.31, -2.56], [3.16, -1.69, -2.86], [4.03, -2.40, -1.81], [5.23, -1.78, -1.65], [4.31, -3.67, -2.19], [3.64, -1.80, -4.12], [1.92, -2.25, -2.88], [3.01, 1.55, -3.31], [3.33, 0.36, -4.52], [5.86, 0.30, -5.17], [3.53, -2.43, -0.84], [-2.68, 2.90, 0.47], [-1.71, 2.23, -0.51], [-0.41, 1.71, 0.11], [0.31, 2.69, 0.70], [0.39, 1.18, -0.85], [-1.46, 3.08, -1.54], [-2.36, 1.16, -1.06], [-2.62, 4.33, 0.56], [-1.59, 4.85, 1.40], [-0.51, 5.61, 0.63], [0.05, 4.84, -0.35], [0.51, 5.98, 1.45], [-1.10, 3.85, 2.16], [-2.22, 5.70, 2.26], [-3.69, 2.69, 0.10], [-2.65, 2.43, 1.47], [-0.61, 0.93, 0.85], [-0.92, 6.50, 0.15]],
  "lowdin_charge": [-0.14, -0.20, -0.17, -0.13, -0.10, 0.01, 0.07, -0.15, 0.01, -0.01, -0.05, -0.40, 0.03, 0.02, 0.06, -0.13, 0.09, 0.08, 0.08, 0.08, 0.12, 0.13, 0.16, 0.11, 0.10, 0.11, 0.09, 0.11, 0.11, -0.05, -0.43, -0.29, 0.09, 0.09, 0.12, 0.10, 0.02, -0.47, -0.27, 0.08, 0.10, 0.12, 0.11, 0.15, 0.15, 0.18, 0.13, -0.05, -0.42, -0.29, 0.09, 0.08, 0.12, 0.09, 0.03, -0.48, -0.26, 0.08, 0.09, 0.12, 0.14, 0.15, 0.15, 0.14, 0.18]
}


It is found that the energy values, taken in the order of the records, are -49675.1275 -76853.1761 -46628.3188 -80134.8668 eV.
It is found that the max |F| values, taken in the order of the records, are 1.30 0.18 4.73 7.52 eV/A.